Model i:
The following is a quantum chemistry calculation of the molecule C18H19NO4, from the OMol25 dataset.

Last column: Mulliken charge in e.
Geometry (Å):
H (3.218, -3.571, 1.163)  0.284
H (5.166, -2.645, -0.154)  0.310
H (-2.211, -1.145, 3.393)  0.427
H (-4.863, 0.108, -0.074)  0.254
N (-3.886, 0.201, 0.174)  -0.071
C (-2.979, 2.811, -2.270)  -0.932
H (4.799, -2.260, -2.598)  0.374
H (0.685, 4.709, -1.165)  0.251
C (0.743, -1.229, 1.729)  0.814
O (2.046, -1.385, 2.071)  -0.435
H (2.135, -3.015, -0.109)  0.284
O (-1.216, 4.525, -1.938)  -0.470
C (0.258, -1.029, 0.438)  -0.120
C (-1.609, 3.025, -0.295)  0.846
C (-1.511, -1.101, 2.573)  -0.363
C (-0.163, -1.267, 2.794)  -0.597
H (3.979, -1.270, 1.599)  0.318
C (4.225, -2.931, -0.630)  -0.506
C (-0.365, 4.781, -0.841)  -0.264
O (-4.264, -1.464, 1.620)  -0.661
H (4.007, -1.020, -1.635)  0.286
C (-1.992, -0.864, 1.287)  -0.120
H (-1.932, 1.671, 1.326)  0.551
C (-1.978, 3.444, -1.575)  0.894
C (4.006, -2.080, -1.876)  -1.103
C (3.040, -1.447, 1.066)  -0.671
C (-3.213, 1.290, -0.386)  -0.024
C (-3.590, 1.723, -1.653)  -0.591
C (-3.456, -0.739, 1.074)  -0.138
H (-0.556, 5.795, -0.455)  0.246
H (4.312, -3.977, -0.931)  0.319
H (0.224, -1.434, 3.786)  0.447
H (2.899, -0.641, 0.338)  0.336
C (-1.095, -0.845, 0.226)  -0.546
H (-3.275, 3.141, -3.251)  0.417
O (-0.612, 3.834, 0.177)  -0.496
H (-1.454, -0.702, -0.783)  0.404
C (-2.213, 1.965, 0.330)  -0.793
H (0.921, -1.014, -0.412)  0.428
C (3.088, -2.816, 0.384)  -0.294
H (-4.378, 1.200, -2.173)  0.423
H (3.056, -2.329, -2.345)  0.278

structure (SMILES) = CCCCOc1ccc(C(=O)Nc2ccc3c(c2)OCO3)cc1
HOMO level = -7.91 eV
charge = 0


Model ii:
The following is a quantum chemistry calculation of the molecule C18H19NO4, from the OMol25 dataset.

Last column: Mulliken charge in e.
Geometry (Å):
C (-0.788, 0.909, -0.087)  0.620
C (-6.946, -1.023, -4.745)  -1.121
H (3.905, 0.853, 1.276)  0.393
H (2.093, 1.794, 2.377)  0.378
H (-7.995, -0.501, -4.753)  0.295
C (-2.183, -1.030, -1.061)  -0.321
C (-0.890, 1.920, 0.775)  -0.389
C (1.242, 1.453, 1.864)  -0.519
H (4.778, -1.981, 1.056)  0.252
C (-2.522, 1.284, -1.558)  -1.157
H (6.072, -1.702, 3.353)  0.469
C (1.424, 0.332, 0.910)  0.325
O (-6.389, 0.736, -3.436)  -0.385
C (5.351, 0.109, 3.845)  -0.526
H (-3.549, -2.644, -1.902)  0.161
H (-1.655, -1.826, -0.418)  0.342
C (0.047, 2.400, 1.618)  -1.144
H (-6.353, -1.120, -5.513)  0.379
H (0.023, 3.102, 2.207)  0.701
H (-6.890, -2.181, -4.379)  0.273
H (4.252, -1.654, 3.575)  0.233
H (0.494, -0.982, -0.548)  0.507
C (4.846, -0.844, 1.571)  -0.513
C (-3.336, -1.380, -1.864)  -0.546
H (-1.783, 2.442, 0.428)  0.431
C (5.174, -1.239, 3.026)  -0.646
C (0.312, -0.199, 0.140)  -0.829
C (-6.142, -0.240, -3.872)  0.686
O (6.396, 1.116, 3.333)  -0.513
H (4.404, 0.839, 3.926)  0.151
O (2.398, -1.990, 1.021)  -0.664
C (-3.900, -0.265, -2.749)  0.231
H (7.128, 0.539, 3.424)  0.301
H (-2.293, 2.139, -1.554)  0.920
O (-4.942, -0.919, -3.563)  -0.345
H (-3.964, 1.525, -3.261)  0.389
H (5.524, 0.077, 5.003)  0.357
H (5.706, -0.097, 1.249)  0.332
C (-3.503, 0.907, -2.540)  -0.501
N (3.681, -0.172, 1.564)  0.050
C (-1.784, 0.313, -1.043)  0.658
C (2.558, -0.801, 1.305)  0.286

structure (SMILES) = CC(=O)Oc1ccc(-c2cccc(C(=O)NCCCO)c2)cc1
HOMO level = -8.43 eV
charge = 0


The most stable arrangement is model i, and the next structure is 967.7 kJ/mol less stable.


Model i:
The following is a quantum chemistry calculation of the molecule C7H8OSi, from the OMol25 dataset.

Last column: Mulliken charge in e.
Geometry (Å):
H (0.758, 2.784, -0.850)  0.203
C (0.335, -0.229, -0.832)  0.875
C (-1.444, -1.717, 0.024)  -0.530
H (-1.965, -2.664, -0.145)  0.342
H (-1.430, 1.242, 1.626)  0.512
C (-0.454, -1.428, -0.847)  -0.324
H (2.588, -1.713, -0.240)  -0.040
C (-1.153, 0.510, 1.008)  -0.829
H (-0.164, -2.152, -1.670)  0.276
H (-2.561, -0.696, 1.849)  0.256
C (-1.796, -0.676, 1.019)  -0.225
O (1.113, -0.287, -2.082)  -0.411
C (0.001, 2.226, -0.185)  -1.108
H (3.290, 0.707, -1.236)  -0.078
Si (2.324, -0.414, -1.015)  0.367
C (-0.188, 0.888, -0.040)  0.416
H (-0.531, 2.997, 0.359)  0.297

structure (SMILES) = C=C1C=CC=C[C@@]12O[SiH2]2
HOMO level (spin up / spin down) = -7.02 / -7.02 eV
charge = 0


Model ii:
The following is a quantum chemistry calculation of a cluster of 2 separate species, C7H8OSi in total, from the OMol25 dataset.

Last column: Mulliken charge in e.
Geometry (Å):
H (-1.854, -0.254, -2.187)  0.487
C (-1.433, -0.323, -1.262)  -0.661
H (-2.311, 0.160, 2.000)  0.361
C (-1.739, -0.080, 1.109)  -0.655
H (2.716, -2.234, 0.227)  -0.090
C (-0.093, -0.626, -1.010)  -0.423
O (2.332, 2.963, -1.092)  -0.353
Si (2.267, -0.856, 0.564)  0.212
C (-2.243, -0.028, -0.218)  -0.311
H (0.633, 1.948, -0.575)  0.178
H (-0.058, -0.761, 2.218)  0.376
C (0.429, -0.766, 0.255)  0.405
H (2.894, -0.270, 1.711)  -0.084
H (-3.115, 0.478, -0.545)  0.334
C (1.670, 2.071, -0.636)  0.142
H (0.361, -1.007, -1.865)  0.389
C (-0.454, -0.413, 1.308)  -0.306

HOMO level (spin up / spin down) = -8.21 / -7.28 eV
charge = 0


The most stable arrangement is model i, and the next structure is 117.0 kJ/mol less stable.


Model i:
The following is a quantum chemistry calculation of a structure of composition C4H12CsO2, from the OMol25 dataset.

Last column: Mulliken charge in e.
Geometry (Å):
H (-1.755, -2.207, -0.380)  0.338
Cs (1.388, -0.318, 1.733)  0.928
H (-0.165, 2.801, -1.204)  0.458
O (1.509, 1.547, 0.353)  -0.541
H (0.599, -3.313, -0.004)  0.342
H (1.807, 2.166, -0.318)  0.267
H (1.452, -1.954, -0.557)  0.288
C (0.478, -2.436, -0.639)  -1.221
H (-0.665, 1.118, -1.069)  0.208
C (0.225, 1.916, 0.716)  -0.224
H (-0.970, -0.857, -1.056)  0.119
H (0.375, 2.871, 1.220)  0.327
H (0.494, -2.845, -1.649)  0.348
C (-0.829, -1.636, -0.307)  0.087
O (-0.605, -0.954, 0.938)  -0.693
H (-0.898, -1.491, 1.677)  0.406
H (-0.199, 1.119, 1.327)  0.366
H (-1.619, 2.403, -0.243)  0.315
C (-0.624, 2.069, -0.538)  -1.118

HOMO level = -14.71 eV
charge = +1


Model ii:
The following is a quantum chemistry calculation of a structure of composition C4H12CsO2, from the OMol25 dataset.

Last column: Mulliken charge in e.
Geometry (Å):
C (-0.357, 4.489, 0.459)  -0.893
C (0.604, -3.662, 0.413)  -0.270
H (-1.400, 4.808, 0.515)  0.283
H (0.771, 2.809, -0.310)  0.265
H (-1.226, -3.012, 0.165)  0.288
H (-0.464, 3.399, -1.389)  0.273
Cs (-1.092, -0.129, 1.996)  1.022
H (0.182, 5.274, -0.072)  0.330
C (1.203, -3.798, -0.985)  -0.884
H (-1.969, 2.274, -0.372)  0.271
H (0.160, -4.608, 0.721)  0.264
C (-0.245, 3.200, -0.338)  -0.298
O (-0.407, -2.626, 0.491)  -0.533
H (0.043, 4.398, 1.466)  0.251
H (2.236, -3.473, -1.053)  0.254
H (1.358, -3.403, 1.153)  0.263
H (1.177, -4.848, -1.287)  0.307
H (0.581, -3.268, -1.706)  0.298
O (-1.155, 2.177, 0.132)  -0.493

HOMO level = -14.11 eV
charge = +1


The most stable arrangement is model ii, and the next structure is 315.0 kJ/mol less stable.